# C5H6O

A 2-piece molecular cluster, C5H6O overall (ωB97M-V/def2-TZVPD, OMol25).

Properties
2S+1: 1
Relative energy (zero: lowest compared OMol25 entry of this formula, charge and spin), eV: 6.282
Max |F|, eV/Å: 0.4
HOMO-LUMO gap, eV: 7.999
Total energy, hartree: -269.11539

XYZ file:
```
12
Properties=species:S:1:pos:R:3:mulliken_charge:R:1
O 0.521 1.820 1.734 -0.457
C -0.016 1.515 0.539 0.190
C 0.554 0.767 -0.411 -0.641
C -0.848 -0.500 -1.368 -1.063
C -0.472 -1.631 -0.615 -0.051
C -0.139 -2.633 -0.014 0.146
H 1.362 1.348 1.831 0.306
H -1.005 1.952 0.435 0.316
H 1.512 0.269 -0.281 0.286
H 0.105 0.586 -1.469 0.372
H -1.709 0.011 -0.921 0.200
H 0.134 -3.504 0.540 0.395
```